# 1
Molecular formula: C4H16N2O2
Method: DFT, the ωB97M-V functional and the def2-TZVPD basis

```
24
Properties=species:S:1:pos:R:3
C -0.6361 -2.2262 0.4854
C -1.1454 -1.4177 1.6968
C -0.4084 -0.0429 1.6808
N -0.9501 0.9955 0.8176
C -0.1503 1.9583 0.0790
N 1.1615 1.4497 -0.3689
H -0.6574 -1.5910 -0.4067
H -1.1493 -3.1565 0.2590
H 0.4166 -2.4898 0.6378
H -2.2315 -1.4404 1.6556
H -0.7316 -1.9477 2.5549
H 0.6132 -0.2351 1.3416
H -0.3117 0.2639 2.7092
H -1.8368 0.8223 0.3674
H -0.7680 2.1456 -0.8198
H -0.0437 2.9171 0.6207
H 1.6374 2.2617 -0.7400
H 1.6089 0.8186 0.2676
H 1.3017 -0.4720 -1.4569
H 1.1067 -2.0648 -1.0578
O 1.5505 -1.4078 -1.5999
H 1.2858 1.3267 -2.7182
H -0.2369 1.8207 -2.7474
O 0.5749 1.7121 -3.2578
```

Maximum force = 0.039 hartree/bohr
LUMO energy (spin up / spin down) = 3.74 / 3.61 eV
Total charge = -1
Spin multiplicity = 2
Kohn-Sham gap (spin up / spin down) = 2.65 / 8.65 eV
Energy = -11480.50126 eV

# 2
Molecular formula: C6H5NS
Method: DFT, the ωB97M-V functional and the def2-TZVPD basis

```
13
Properties=species:S:1:pos:R:3
C -0.4329 -0.2173 0.6716
C -1.5513 0.7471 0.5024
C -1.1075 1.8477 -0.0929
C 0.2980 1.6762 -0.4865
C 0.6787 0.5091 -0.0190
C 1.9949 0.0647 0.1034
H 0.1130 -2.3328 -0.1974
H -0.2231 -0.6894 1.6905
H -2.6537 0.6568 0.7026
H -1.8311 2.6744 -0.5184
H 0.9120 2.4079 -1.0523
N 3.0220 -0.5104 0.1007
S -1.0469 -1.6818 -0.3377
```

Maximum force = 0.089 hartree/bohr
Structure (SMILES) = N#CC1=CC=C[C@H]1S
LUMO energy = -0.34 eV
Kohn-Sham gap = 9.06 eV
Energy = -18626.36003 eV

# 3
Molecular formula: C22H60O10
Method: DFT, the ωB97M-V functional and the def2-TZVPD basis

```
92
Properties=species:S:1:pos:R:3
C 6.8790 0.4368 0.0103
C 5.6569 0.2702 0.9196
C 4.5304 1.2747 0.6194
O 5.1334 -1.0945 0.9543
H 7.7218 -0.1292 0.4071
H 7.3020 1.4376 -0.0767
H 6.6198 0.0409 -0.9716
H 5.9633 0.5248 1.9342
H 4.8581 2.3138 0.5883
H 3.5925 1.1289 1.1553
H 4.1652 0.9965 -0.3692
H 4.4782 -1.1338 1.6549
C 2.6864 3.9203 -0.9348
C 3.4603 3.8425 -2.2305
C 2.7613 3.1070 -3.4049
O 3.6413 5.1760 -2.6097
H 2.6080 2.9185 -0.5124
H 1.7378 4.4099 -1.1552
H 3.2925 4.4697 -0.2144
H 4.4474 3.5004 -1.9196
H 3.3225 3.0608 -4.3382
H 1.7729 3.5493 -3.5297
H 2.7286 2.0449 -3.1622
H 3.0029 5.7315 -2.1564
C -6.1546 -1.1992 3.6647
C -4.7715 -0.4741 3.6965
C -4.2991 0.4149 2.5273
O -4.6396 0.2227 4.9162
H -6.0256 -2.2550 3.4262
H -6.8279 -0.7035 2.9654
H -6.7216 -1.2077 4.5956
H -3.9476 -1.1834 3.7748
H -5.0133 1.2377 2.5615
H -4.4082 -0.0004 1.5254
H -3.2721 0.7348 2.7030
H -4.2441 -0.3511 5.5765
C 1.3651 -1.5675 3.5257
C 2.8044 -1.9949 3.6796
C 3.1435 -3.2618 2.7955
O 3.5463 -0.8928 3.1364
H 1.0049 -1.8215 2.5288
H 1.3530 -0.4950 3.7201
H 0.7642 -2.1070 4.2578
H 3.1833 -2.0858 4.6975
H 3.3949 -2.9024 1.7976
H 2.3317 -3.9715 2.6366
H 4.0188 -3.7118 3.2640
H 3.5427 -0.2355 3.8361
C -2.4036 3.4449 -4.2573
C -1.5076 3.1897 -3.0128
C -1.4872 4.3904 -2.0864
O -2.0810 2.1951 -2.2755
H -1.9502 4.1753 -4.9274
H -3.3803 3.8117 -3.9418
H -2.5383 2.4869 -4.7594
H -0.5737 2.8166 -3.4332
H -0.8311 5.1945 -2.4196
H -1.1959 4.0714 -1.0856
H -2.4475 4.8823 -1.9319
H -2.9447 2.4154 -1.9190
C 0.8253 0.4956 0.0767
C -0.2636 -0.5089 -0.2497
C -1.5056 -0.3336 0.6378
O -0.6098 -0.0928 -1.5435
H 1.6971 0.4377 -0.5750
H 1.2191 0.4247 1.0906
H 0.4677 1.5148 -0.0700
H 0.0413 -1.5551 -0.2264
H -2.2231 -1.1198 0.4031
H -1.9511 0.6524 0.5052
H -1.2777 -0.4585 1.6964
H -1.0203 0.7748 -1.5630
C -2.2430 -5.4117 1.0939
C -2.9360 -4.0678 1.4107
O -3.2291 -3.9190 2.8157
O -3.1943 -6.4533 1.2952
H -1.3955 -5.4387 1.7788
H -1.7700 -5.4877 0.1149
H -3.8463 -4.0357 0.8120
H -2.2075 -3.3370 1.0597
H -4.0045 -4.4526 3.0043
H -3.0520 -6.6938 2.2136
C -2.4950 -1.4693 -4.3687
C -1.2513 -2.3110 -3.9080
O -0.0755 -1.4655 -3.8063
O -2.4599 -1.0460 -5.7313
H -2.6466 -0.6231 -3.6986
H -3.4344 -1.9915 -4.1873
H -1.0432 -3.0564 -4.6756
H -1.5281 -2.6526 -2.9106
H -0.1007 -0.8176 -3.0984
H -1.6354 -0.5611 -5.8133
```

Maximum force = 0.066 hartree/bohr
Structure (SMILES) = CC(C)O.CC(C)O.CC(C)O.CC(C)O.CC(C)O.CC(C)O.OCCO.OCCO
LUMO energy = 0.28 eV
Kohn-Sham gap = 9.65 eV
Energy = -44258.56080 eV